[1]
Here is a structure of composition C3H7N3O2 in a non-equilibrium geometry from the Open Molecules 2025 dataset. Energies are from the ωB97M-V functional and the def2-TZVPD basis.

The calculation puts the energy relative to the best compared isomer or geometry (same formula, charge and spin) at 150.2 kcal per mole. The calculation puts the HOMO energy at -9.77 eV. For the gap between HOMO and LUMO, the calculation gives 0.38074 Eh. The max |F| comes out at 2.991 eV Å⁻¹.

Each line ends with the natural charge from an NBO analysis.
Geometry (Å):
C: -0.5896 0.4993 1.0745  -0.27
C: -1.4036 -0.1715 -0.1134  -0.12
C: -0.6746 0.8961 -0.9056  0.11
N: 0.0195 1.3686 0.0370  -0.43
N: -0.9332 -1.5402 -0.3248  -0.84
N: 2.3670 -0.3267 0.6409  0.33
O: 2.6191 0.7779 -0.1595  -0.57
O: 3.0544 -1.2413 0.3347  -0.29
H: -1.1734 1.1736 1.7483  0.21
H: 0.2098 -0.2240 1.3853  0.24
H: -2.5162 0.0756 -0.2338  0.20
H: -0.8696 1.1894 -1.8732  0.18
H: 1.7497 1.2208 -0.0251  0.49
H: -1.6989 -2.1477 -0.5566  0.38
H: -0.1605 -1.5501 -1.0288  0.37

Forces on the atoms, in the same order (eV/Å):
C -0.222 -0.245 -0.987
C -0.515 0.849 -0.075
C -0.964 -1.747 2.229
N 0.909 1.580 -0.004
N 0.134 0.670 -0.762
N 1.205 -0.854 -1.030
O -0.310 -0.725 0.463
O -0.395 0.649 0.600
H 0.777 -1.067 0.092
H -1.272 0.869 0.821
H 1.224 -1.140 0.722
H 0.427 0.870 -2.313
H 0.084 0.976 -0.139
H 0.155 -0.344 -0.397
H -1.236 -0.339 0.781


[2]
Here is a cluster of 4 separate species, C3H7N3O2 in total in a non-equilibrium geometry from the Open Molecules 2025 dataset. Energies are from the ωB97M-V functional and the def2-TZVPD basis.

The calculation puts the energy relative to the best compared isomer or geometry (same formula, charge and spin) at 301.5 kcal per mole. The calculation puts the HOMO energy at -9.10 eV. For the gap between HOMO and LUMO, the calculation gives 0.34148 Eh. The max |F| comes out at 5.543 eV Å⁻¹.

Each line ends with the natural charge from an NBO analysis.
Geometry (Å):
C: 1.6955 -1.0300 0.5550  -0.67
C: 0.4179 -0.4560 0.6652  0.38
C: -0.6979 0.7318 -1.3049  0.26
H: 1.4435 -2.2009 1.5493  0.26
H: 2.5105 0.1898 0.7015  0.29
H: 2.1027 -1.6302 -0.7122  0.30
H: -2.2122 -0.5923 -0.3304  0.40
H: -1.5058 1.7723 -1.1894  0.17
H: 0.3249 1.7779 -2.3846  0.35
H: -1.6205 0.9975 2.6394  0.50
N: -1.2615 -0.4387 -0.9386  -0.34
N: 0.4879 0.8891 -1.9109  -0.72
N: 0.0761 0.5661 1.3949  -0.20
O: -0.4084 -1.2867 -0.3037  -0.38
O: -1.3525 0.7102 1.5695  -0.62

Forces on the atoms, in the same order (eV/Å):
C 4.944 -1.074 -0.753
C -3.307 -0.051 -1.171
C -0.319 4.771 -2.805
H 1.555 3.499 -2.671
H -1.952 -4.422 0.226
H -1.719 2.171 4.379
H 2.852 1.941 -2.293
H 2.143 -3.448 -0.505
H 0.854 0.268 0.430
H 2.130 -1.157 -4.638
N -4.096 -1.252 2.510
N -3.813 -0.716 1.637
N -0.364 -1.993 0.146
O 1.965 0.733 2.312
O -0.872 0.731 3.194


[3]
Here is a cluster of 2 separate species, C3H7N3O2 in total in a non-equilibrium geometry from the Open Molecules 2025 dataset. Energies are from the ωB97M-V functional and the def2-TZVPD basis.

The calculation puts the energy relative to the best compared isomer or geometry (same formula, charge and spin) at 180.0 kcal per mole. The calculation puts the HOMO energy at -8.57 eV. For the gap between HOMO and LUMO, the calculation gives 0.32195 Eh. The max |F| comes out at 6.154 eV Å⁻¹.

Each line ends with the natural charge from an NBO analysis.
Geometry (Å):
C: -1.1176 -0.7980 -0.2531  -0.38
C: 1.3771 -0.6432 0.1885  0.21
C: 0.1363 1.0117 1.1793  0.24
H: -1.9617 -0.4717 0.3608  0.23
H: -1.2245 -0.5318 -1.2927  0.23
H: -0.8856 -1.8266 -0.0062  0.21
H: 2.1197 -0.5038 0.9595  0.19
H: 1.9814 -1.0465 -3.0039  0.47
H: 1.1193 1.1419 1.8142  0.19
H: -2.3028 2.4392 0.8122  0.49
N: 0.1286 -0.0981 0.3940  -0.46
N: 1.9470 -1.2956 -0.8215  -0.18
N: -0.7249 1.9937 1.3708  -0.22
O: 1.1429 -1.1829 -2.0061  -0.60
O: -1.7351 1.8117 0.3042  -0.62

Forces on the atoms, in the same order (eV/Å):
C 1.506 1.207 2.205
C 2.069 -1.880 -2.234
C 0.723 2.641 2.766
H 0.176 -0.117 -0.421
H 0.089 -0.179 -0.105
H -0.268 -0.338 -0.685
H -0.193 -0.141 0.603
H -3.617 -0.802 4.913
H -2.071 -0.371 -1.163
H -0.439 -0.673 -1.597
N -1.057 -0.443 -1.804
N -1.772 2.338 0.949
N 2.011 -3.372 -2.186
O 3.400 0.252 -3.807
O -0.556 1.879 2.565


[4]
Here is an isolated molecule of C3H7N3O2 in a non-equilibrium geometry from the Open Molecules 2025 dataset. Energies are from the ωB97M-V functional and the def2-TZVPD basis.

The calculation puts the energy relative to the best compared isomer or geometry (same formula, charge and spin) at 145.6 kcal per mole. The calculation puts the HOMO energy at -9.38 eV. For the gap between HOMO and LUMO, the calculation gives 0.36162 Eh. The max |F| comes out at 5.371 eV Å⁻¹.

Each line ends with the natural charge from an NBO analysis.
Geometry (Å):
C: 2.0458 0.2064 0.0380  0.78
C: -1.5293 -0.8646 0.1905  0.00
C: -2.9911 -0.4723 0.1215  -0.14
H: 3.3328 -1.6592 -0.0844  0.42
H: 3.8507 0.1998 0.1162  0.42
H: 0.8221 -1.6192 -0.2736  0.37
H: -1.2393 -1.9654 -0.2750  0.14
H: -3.2989 -1.3600 -0.7890  0.22
H: -3.6603 -0.4947 1.2084  0.25
H: -2.1056 1.4157 -0.7272  0.49
N: 3.1986 -0.4936 -0.1570  -0.86
N: 0.8552 -0.6233 -0.1820  -0.53
N: -0.4597 -0.0452 0.2801  -0.20
O: 1.9733 1.4329 0.1619  -0.61
O: -2.9749 1.1171 -0.2698  -0.75

Forces on the atoms, in the same order (eV/Å):
C -3.377 -0.065 -1.128
C 5.129 -0.628 -1.468
C 0.135 1.468 -0.274
H -0.500 4.963 0.043
H 2.008 -0.334 0.152
H 0.522 -0.461 0.112
H -1.053 2.356 1.417
H -0.130 3.289 2.624
H 1.985 -0.090 -3.571
H -1.819 -1.565 1.255
N -0.359 -3.483 0.250
N -2.424 2.828 1.714
N -1.121 -2.772 -1.167
O 0.484 -2.668 0.194
O 0.521 -2.837 -0.153


[5]
Here is a structure of composition C3H7N3O2 in a non-equilibrium geometry from the Open Molecules 2025 dataset. Energies are from the ωB97M-V functional and the def2-TZVPD basis.

The calculation puts the energy relative to the best compared isomer or geometry (same formula, charge and spin) at 209.5 kcal per mole. The calculation puts the HOMO energy at -8.12 eV. For the gap between HOMO and LUMO, the calculation gives 0.30345 Eh. The max |F| comes out at 5.536 eV Å⁻¹.

Each line ends with the natural charge from an NBO analysis.
Geometry (Å):
C: 0.8630 2.1751 -1.8523  -0.29
C: 0.1417 0.1123 -0.4676  0.61
C: -1.5598 -0.9164 1.2651  0.50
H: 1.5744 1.8129 -3.0251  0.26
H: 1.3577 2.5674 -0.9533  0.21
H: 0.2955 3.4114 -2.0622  0.20
H: -1.7339 0.3504 -0.5029  0.45
H: -2.5720 -0.7147 1.5542  0.17
H: 2.2569 -1.2177 1.4635  0.37
H: 0.4911 -1.0074 1.6251  0.36
N: -1.0040 -0.1262 0.1915  -0.68
N: 1.3690 0.0428 -0.2514  -0.30
N: 1.4514 -0.4435 1.1272  -0.75
O: -0.2184 0.8618 -1.5176  -0.57
O: -1.1634 -2.0793 1.6123  -0.55

Forces on the atoms, in the same order (eV/Å):
C -1.334 1.030 -3.369
C 1.281 1.990 -1.957
C 1.795 -4.814 -2.062
H -2.382 1.170 4.461
H 0.476 -1.685 -0.186
H 0.675 -4.420 -0.047
H 1.442 -1.197 2.699
H -0.456 1.220 0.098
H -2.422 2.867 -2.294
H 3.737 1.908 -2.533
N -5.150 -0.129 1.021
N 0.786 -2.963 3.831
N 0.159 -3.859 3.821
O 1.681 4.309 -2.836
O -0.289 4.573 -0.646


[6]
Here is an isolated molecule of C3H7N3O2 in a non-equilibrium geometry from the Open Molecules 2025 dataset. Energies are from the ωB97M-V functional and the def2-TZVPD basis.

The calculation puts the energy relative to the best compared isomer or geometry (same formula, charge and spin) at 109.8 kcal per mole. The calculation puts the HOMO energy at -9.09 eV. For the gap between HOMO and LUMO, the calculation gives 0.34821 Eh. The max |F| comes out at 5.641 eV Å⁻¹.

Each line ends with the natural charge from an NBO analysis.
Geometry (Å):
C: -0.7087 -0.0019 -0.3524  0.40
C: 0.7483 0.3065 0.3153  -0.61
C: 1.8236 -0.5226 -0.1397  0.76
H: -0.5730 2.1144 0.9342  0.35
H: -2.4077 2.3558 1.1635  0.39
H: -2.0562 -1.0196 -0.8929  0.40
H: -0.6443 -2.0016 -1.0555  0.38
H: 0.7743 1.3414 -0.1175  0.26
H: 0.4695 0.2436 1.4758  0.29
H: 2.3933 -2.3389 -0.4076  0.52
N: -1.5194 1.6257 1.1478  -0.70
N: -1.7270 0.6772 -0.0174  -0.35
N: -0.9979 -0.9950 -1.3875  -0.82
O: 1.5104 -1.8142 -0.1449  -0.67
O: 2.9148 0.0293 -0.5211  -0.59

Forces on the atoms, in the same order (eV/Å):
C 1.646 -0.564 0.484
C -5.457 1.274 0.640
C 4.671 2.343 -1.863
H -2.547 -0.296 0.695
H 3.328 -2.408 -0.524
H 2.599 -0.608 -2.931
H -0.497 2.953 -0.855
H 1.127 -0.671 1.110
H 1.054 0.332 -2.457
H -2.691 1.618 0.694
N -0.653 1.288 -2.175
N 0.110 1.712 2.373
N -2.557 -2.004 4.166
O 3.625 -1.831 -0.728
O -3.757 -3.140 1.371


[7]
Here is an isolated molecule of C3H7N3O3S2 in a non-equilibrium geometry from the Open Molecules 2025 dataset. Energies are from the ωB97M-V functional and the def2-TZVPD basis.

The calculation puts the energy relative to the best compared isomer or geometry (same formula, charge and spin) at 0.0 kcal per mole. The calculation puts the HOMO energy at -8.29 eV. For the gap between HOMO and LUMO, the calculation gives 0.31502 Eh. The max |F| comes out at 1.311 eV Å⁻¹.

Each line ends with the natural charge from an NBO analysis.
Geometry (Å):
C: 1.6868 0.9654 -0.3477  -0.07
C: 2.7204 0.1521 -0.1268  -0.36
C: -0.3104 -0.4481 -0.4569  0.21
N: 0.3137 0.7033 -0.2217  -0.27
N: -0.4227 1.8622 0.0728  -0.64
N: 0.1372 -1.5140 -0.9750  -0.70
O: -1.9810 -0.0342 1.6091  -0.89
O: -2.8122 0.6047 -0.6292  -0.91
O: -2.5552 -1.7773 -0.0369  -0.92
S: 2.7170 -1.5036 0.4072  -0.04
S: -2.0805 -0.4293 0.0351  2.29
H: 1.8602 2.0003 -0.6036  0.23
H: 3.7166 0.5515 -0.2361  0.23
H: -0.6286 1.9199 1.0700  0.37
H: -1.3092 1.8695 -0.4310  0.39
H: -2.0723 -0.8192 2.1520  0.52
H: 1.5785 -1.8535 -0.2491  0.18
H: -0.5582 -2.2497 -1.0320  0.40

Forces on the atoms, in the same order (eV/Å):
C 0.607 0.099 -0.161
C -0.290 -0.247 0.113
C -1.128 -0.666 -0.042
N 0.339 0.675 0.260
N -0.387 0.507 0.246
N -0.145 0.150 -0.542
O -0.038 0.484 -1.087
O 0.181 -0.118 0.160
O 0.275 0.106 0.031
S 0.700 -0.113 0.550
S -0.572 -0.441 0.735
H -0.025 -0.005 -0.069
H -0.006 0.216 -0.169
H 0.198 -0.127 -0.215
H 0.464 0.114 0.016
H -0.049 -0.538 0.143
H -0.001 -0.102 -0.036
H -0.122 0.005 0.068


[8]
Here is a cluster of 2 separate species, C3H7N3OS in total in a non-equilibrium geometry from the Open Molecules 2025 dataset. Energies are from the ωB97M-V functional and the def2-TZVPD basis.

The calculation puts the energy relative to the best compared isomer or geometry (same formula, charge and spin) at 197.5 kcal per mole. The calculation puts the HOMO energy at -8.75 eV. For the gap between HOMO and LUMO, the calculation gives 0.30067 Eh. The max |F| comes out at 7.741 eV Å⁻¹.

Each line ends with the natural charge from an NBO analysis.
Geometry (Å):
C: -0.7840 -0.0271 0.3256  0.37
C: 1.2125 1.2787 0.5493  -0.29
C: 0.8032 -0.1369 0.7219  -0.38
H: -3.6817 -0.9412 0.7530  0.45
H: -1.4332 0.9558 -1.1335  0.40
H: 0.2824 2.8622 -0.2636  0.37
H: 1.1159 1.8003 1.5591  0.19
H: 2.3182 1.5965 0.3241  0.23
H: 0.9525 -0.5380 1.7773  0.25
H: 2.6693 -1.5838 0.7342  0.15
N: -1.5957 -1.0113 0.5407  -0.22
N: -0.8945 1.1408 -0.3560  -0.48
N: 0.4768 1.8028 -0.5567  -0.42
O: -2.7139 -0.4904 -0.3552  -0.60
S: 1.6369 -1.2776 -0.4929  -0.03

Forces on the atoms, in the same order (eV/Å):
C 4.197 -1.665 1.912
C 3.339 1.860 1.801
C -1.685 -1.290 0.642
H 2.965 1.868 -4.499
H -1.176 0.600 -2.523
H 0.325 -2.853 -1.211
H -0.778 -0.346 -1.054
H -1.641 -1.490 0.226
H -0.295 0.553 -1.577
H -2.083 0.418 -3.277
N 0.123 2.935 -2.398
N 1.784 0.889 1.649
N -3.396 2.299 0.631
O -3.854 -3.337 5.825
S 2.175 -0.440 3.852


[9]
Here is an isolated molecule of C3H7N3OS2 in a non-equilibrium geometry from the Open Molecules 2025 dataset. Energies are from the ωB97M-V functional and the def2-TZVPD basis.

The expectation value of S² is 2.0092. The calculation puts the HOMO energy (spin up / spin down) at -7.51 / -9.06 eV. For the gap between HOMO and LUMO (spin up / spin down), the calculation gives 0.27416 / 0.30182 Eh. The multiplicity is 3. The max |F| comes out at 3.386 eV Å⁻¹.

Each line ends with the natural charge from an NBO analysis.
Geometry (Å):
C: -2.6628 -0.0079 0.0367  -0.50
C: -0.4576 -1.4695 0.5198  -0.57
C: 0.3257 -0.2451 -0.0332  0.03
N: 0.3039 0.9486 0.7810  -0.24
N: 1.7259 -0.6824 -0.0629  -0.34
N: 0.1532 2.0674 0.0456  -0.57
O: 2.5147 0.2047 -0.8014  -0.60
S: -3.9715 0.7364 -0.3617  0.18
S: -2.1203 -1.6071 -0.0952  0.39
H: -0.0091 -2.5166 0.2221  0.25
H: -0.3910 -1.4522 1.5643  0.23
H: -0.0300 0.0806 -1.1377  0.18
H: 2.1431 -0.7859 0.8845  0.35
H: 3.1339 -0.1822 -1.3778  0.47
H: -0.5370 2.0306 -0.7831  0.34
H: -0.1210 2.8806 0.5987  0.37

Forces on the atoms, in the same order (eV/Å):
C 0.392 -0.968 -0.107
C 1.343 -1.225 -1.725
C 0.586 0.585 -2.068
N -0.873 0.235 0.367
N 0.683 -1.925 -0.694
N -1.807 0.225 -1.223
O -1.189 2.782 1.522
S -0.549 0.460 -0.083
S -0.629 0.732 0.148
H -0.434 2.282 0.222
H -0.324 0.140 1.692
H 0.924 -1.284 2.138
H -0.659 0.604 -0.826
H 0.694 -1.875 -0.857
H 1.415 -0.344 1.337
H 0.426 -0.424 0.157


[10]
Here is an isolated molecule of C3H7N3S in a non-equilibrium geometry from the Open Molecules 2025 dataset. Energies are from the ωB97M-V functional and the def2-TZVPD basis.

The calculation puts the energy relative to the best compared isomer or geometry (same formula, charge and spin) at 46.0 kcal per mole. The calculation puts the HOMO energy at -8.67 eV. For the gap between HOMO and LUMO, the calculation gives 0.34428 Eh. The max |F| comes out at 1.685 eV Å⁻¹.

Each line ends with the natural charge from an NBO analysis.
Geometry (Å):
C: 0.0263 -1.5878 0.9618  -0.39
C: -1.1124 1.0776 -0.5753  0.26
C: 1.6437 -0.3166 -0.4014  -0.07
H: 0.6950 -2.4212 0.7400  0.21
H: 0.0863 -1.3380 1.9973  0.21
H: -1.0188 -1.7751 0.6550  0.21
H: 0.2755 1.5179 0.8177  0.40
H: -1.1721 0.4143 -1.4401  0.16
H: -2.2913 2.2585 -1.4529  0.35
H: 2.1308 -1.2455 -0.4758  0.19
N: 0.4862 -0.3897 0.2754  -0.24
N: -0.2823 0.7150 0.5284  -0.47
N: -1.8513 2.1163 -0.5268  -0.65
S: 2.3846 0.9742 -1.1032  -0.16

Forces on the atoms, in the same order (eV/Å):
C -0.109 0.262 -0.748
C -1.030 1.004 0.245
C -0.352 1.078 -0.098
H -0.252 0.051 -0.075
H -0.271 -0.267 0.939
H 0.553 -0.189 0.276
H -0.044 -0.155 0.072
H 0.624 -0.396 0.276
H 0.088 -0.231 0.819
H 0.460 -1.339 0.068
N 0.983 -0.500 -0.549
N -0.880 1.011 -1.022
N 0.774 -0.336 -0.516
S -0.545 0.007 0.313